57
Properties=species:S:1:pos:R:3 method="wB97M-V/def2-TZVPD" energy_ha=-5394.53056 max_force_ha_per_bohr=0.04198 spin_multiplicity=4 total_charge=0 e_homo_ha="-0.278 / -0.282"
Mn 0.017 0.762 0.607
O -4.350 1.652 0.265
C -4.227 2.994 0.301
C -5.377 3.777 0.209
C -5.294 5.152 0.261
C -4.059 5.782 0.370
C -2.914 5.023 0.444
C -2.978 3.627 0.424
C -1.742 2.862 0.513
O -1.740 1.558 0.524
N -0.594 3.495 0.553
N 0.442 2.650 0.556
C 1.650 3.155 0.561
C 2.825 2.381 0.384
C 4.093 2.979 0.483
C 5.237 2.261 0.250
C 5.155 0.919 -0.130
C 3.936 0.299 -0.257
C 2.750 0.995 0.031
O 1.596 0.397 -0.020
H -3.457 1.271 0.408
H -6.329 3.278 0.115
H -6.196 5.745 0.214
H -4.001 6.859 0.411
H -1.943 5.485 0.526
H 1.737 4.234 0.650
H 4.152 4.020 0.766
H 6.203 2.730 0.354
H 6.061 0.363 -0.313
H 3.854 -0.734 -0.562
Se 0.348 0.539 2.787
N -5.594 -3.030 -1.275
C -4.576 -2.605 -0.961
C -3.325 -2.075 -0.572
C -2.512 -1.405 -1.494
C -1.327 -0.855 -1.059
N -0.929 -0.897 0.224
C -1.677 -1.597 1.093
C -2.865 -2.197 0.746
H -2.807 -1.316 -2.528
H -0.666 -0.357 -1.763
H -1.303 -1.644 2.110
H -3.437 -2.739 1.484
C 3.352 -5.825 -1.598
N 2.604 -4.627 -1.907
C 2.082 -3.680 -1.108
S 1.388 -2.354 -1.854
N 2.095 -3.703 0.234
C 2.393 -4.776 1.157
H 3.530 -6.364 -2.525
H 2.791 -6.478 -0.931
H 4.323 -5.591 -1.152
H 2.550 -4.376 -2.883
H 1.644 -2.894 0.643
H 3.349 -5.241 0.927
H 1.605 -5.537 1.151
H 2.457 -4.351 2.157